[1]
ORCA calculation (ωB97M-V/def2-TZVPD) on a 2-piece molecular cluster, C3H10S3 overall.

2S+1: 1
SMILES: CSC.CSS
E_HOMO (eV): -8.55
LUMO level (eV): 0.59

Each line ends with the natural charge from an NBO analysis.
Atoms and positions in Å:
C  -1.123  0.965  -1.792  -0.757
S  -2.318  1.108  -0.437  0.090
S  -2.787  -0.782  0.035  -0.138
H  -0.321  1.668  -1.581  0.236
H  -0.635  -0.006  -1.755  0.233
H  -1.556  1.157  -2.760  0.218
H  -3.577  -1.158  -0.992  0.118
C  1.257  -1.448  0.272  -0.749
S  2.079  0.160  0.167  0.169
C  1.513  0.791  1.773  -0.739
H  1.834  -2.149  0.874  0.215
H  0.266  -1.337  0.716  0.221
H  1.111  -1.819  -0.743  0.225
H  1.883  0.145  2.561  0.214
H  0.432  0.920  1.758  0.217
H  1.940  1.786  1.906  0.227

=====

[2]
ORCA calculation (ωB97M-V/def2-TZVPD) on a 2-piece molecular cluster, C3H11ClN2Si overall at a distorted geometry.

2S+1: 1
E_HOMO (eV): -7.27
LUMO level (eV): 0.82

Each line ends with the natural charge from an NBO analysis.
Atoms and positions in Å:
C  0.393  -1.224  -1.576  -0.374
C  1.447  -1.593  0.449  -0.454
C  0.999  1.124  1.150  -0.467
N  0.880  -0.613  -0.503  -0.017
N  0.855  0.593  -0.232  -0.339
Si  -2.553  1.371  -0.409  0.926
Cl  -1.862  0.082  0.933  -0.382
H  0.244  -2.262  -1.591  0.183
H  0.141  -0.749  -2.529  0.204
H  -1.675  1.470  -1.548  -0.161
H  2.061  -2.270  -0.163  0.226
H  2.003  -1.117  1.236  0.221
H  0.651  -2.185  0.808  0.219
H  1.958  1.281  1.653  0.191
H  0.483  2.115  1.192  0.215
H  0.397  0.389  1.735  0.193
H  -3.842  1.002  -0.837  -0.186
H  -2.581  2.586  0.232  -0.198

=====

[3]
ORCA calculation (ωB97M-V/def2-TZVPD) on C3H11CsN2O3 as an isolated structure.

2S+1: 1
E_HOMO (eV): -7.29
LUMO level (eV): -0.46

Each line ends with the Löwdin charge.
Atoms and positions in Å:
Cs  -0.160  1.920  -1.014  1.109
O  -3.043  1.442  -0.534  -0.575
H  -3.467  1.429  -1.401  -0.102
C  2.772  1.829  1.272  -0.674
O  1.573  1.596  1.264  -0.137
N  3.406  2.407  2.344  0.162
N  3.571  1.587  0.175  0.150
H  2.828  2.662  3.124  0.110
H  4.398  2.300  2.441  0.097
H  4.568  1.698  0.230  0.096
H  3.229  0.852  -0.419  0.099
C  -1.731  -3.088  -1.023  -0.106
C  -2.641  -1.906  -0.754  -0.368
O  -1.873  -0.803  -0.352  -0.226
H  -1.128  -2.906  -1.918  0.064
H  -2.311  -4.001  -1.173  0.066
H  -1.020  -3.257  -0.212  0.067
H  -3.366  -2.154  0.031  0.109
H  -3.180  -1.680  -1.683  0.108
H  -2.426  0.073  -0.399  -0.049

=====

[4]
ORCA calculation (ωB97M-V/def2-TZVPD) on a 2-piece molecular cluster, C3H11N overall at a distorted geometry.

2S+1: 1
SMILES: CCC.N
E_HOMO (eV): -9.98
LUMO level (eV): 1.08

Each line ends with the natural charge from an NBO analysis.
Atoms and positions in Å:
N  1.031  -3.138  -1.069  -1.079
H  1.781  -3.764  -1.326  0.358
H  0.577  -2.840  -1.922  0.360
H  1.396  -2.356  -0.545  0.361
C  -0.899  0.253  -0.349  -0.613
C  -0.875  1.287  0.805  -0.398
C  0.468  2.006  0.911  -0.602
H  -1.421  -0.647  -0.024  0.212
H  0.093  -0.038  -0.685  0.195
H  -1.460  0.597  -1.221  0.205
H  -1.053  0.745  1.731  0.196
H  -1.672  2.009  0.636  0.200
H  0.518  2.603  1.824  0.206
H  1.306  1.312  0.956  0.199
H  0.601  2.709  0.087  0.201

=====

The records above yield energy relative to the best compared isomer or geometry (same formula, charge and spin) values of 12.80; 576.25; 7.95; 4.46 kJ/mol, respectively.